Record 1
DFT (ωB97M-V/def2-TZVPD) results for one molecule with the formula C3H8N2O2.

Its lowest unoccupied orbital energy is 0.69 eV. As for the SMILES: NC(=O)NCCO.

Structure (ORCA input):
```
! RIJCOSX wB97M-V def2-TZVPD def2/J DEFGRID3
* xyz 0 1
H -2.23 -1.49 0.90
C 1.01 0.80 -0.18
H -0.93 -1.78 -0.99
H 2.95 0.22 -0.50
O 0.34 1.61 0.45
O -2.02 0.48 1.19
C -0.87 -0.76 -0.59
N 2.35 1.03 -0.45
H -1.33 1.15 1.06
N 0.53 -0.38 -0.68
H -1.51 -0.11 -1.22
H 2.73 1.78 0.11
H -0.64 -1.04 1.53
H 1.05 -0.77 -1.46
C -1.44 -0.74 0.83
*
```

Record 2
DFT (ωB97M-V/def2-TZVPD) results for a 2-piece molecular cluster, C3H8N2O2 overall.

Its lowest unoccupied orbital energy is 0.86 eV. As for the SMILES: O=C1NCCO1.N.

Structure (ORCA input):
```
! RIJCOSX wB97M-V def2-TZVPD def2/J DEFGRID3
* xyz 0 1
H 2.17 1.60 -0.06
H -1.28 -1.63 -1.24
H -0.41 -2.08 0.23
C -0.52 1.01 0.12
N 2.63 0.72 0.17
H 0.98 -0.18 -0.53
H -3.03 -0.77 0.13
O -1.77 0.76 0.62
H 2.57 0.65 1.19
C -0.91 -1.25 -0.28
N -0.03 -0.12 -0.46
C -2.04 -0.64 0.57
H -2.05 -1.03 1.59
H 3.61 0.80 -0.06
O 0.01 2.10 0.20
*
```

Record 3
DFT (ωB97M-V/def2-TZVPD) results for one molecule with the formula C3H8N2O2 in a non-equilibrium geometry.

Its lowest unoccupied orbital energy is 0.61 eV.

Structure (ORCA input):
```
! RIJCOSX wB97M-V def2-TZVPD def2/J DEFGRID3
* xyz 0 1
H 0.47 0.85 2.22
H -0.18 1.52 -1.82
C 1.04 -0.42 -0.26
H -1.36 1.74 -0.50
N 1.13 -1.10 -1.42
H 1.74 -1.90 -1.49
C -0.43 0.51 1.68
O -1.49 1.08 1.72
N 0.23 0.55 -0.01
C -0.71 1.03 -1.00
H 1.78 -0.66 0.48
O -0.31 -1.05 1.77
H 0.50 -0.90 -2.18
H -1.07 -1.48 2.20
H -1.34 0.23 -1.40
*
```

Listing HOMO-LUMO gap for the structures above in their given order: 10.50 10.55 9.68 eV.